Record 1
C26H22BrCl60NO4PS | ωB97M-V/def2-TZVPD

```
116
Properties=species:S:1:pos:R:3:forces:R:3:lowdin_charge:R:1
C -4.732521 0.753463 0.208301 0.3 -0.1 0.0 -0.120
C -3.420629 -0.061741 0.212212 -0.7 0.5 -0.2 -0.731
Br -2.958485 -0.566096 2.033545 0.2 -0.3 0.0 0.715
C -2.259405 0.705846 -0.398507 0.3 -0.2 0.0 -0.205
C -1.085563 -0.230293 -0.763832 -0.4 -0.1 0.2 -0.269
C 0.214933 0.461042 -0.809850 0.3 -0.2 -0.1 0.069
N 0.763986 0.420282 -1.960908 -0.1 0.0 -0.1 -0.002
C 2.088692 0.892857 -2.363464 0.3 0.1 0.3 -0.106
C 2.579248 2.160892 -1.643395 0.5 -0.3 -0.3 -0.196
C 3.974297 1.999954 -1.033464 -0.2 0.1 0.0 -0.221
S 3.946329 1.189373 0.537382 1.3 -0.7 0.2 0.505
O 5.286087 1.109898 1.038009 -0.6 0.3 -0.1 -0.328
O 3.170109 -0.006217 0.443007 -0.7 0.2 -0.3 -0.307
O 3.133809 2.209301 1.433097 -0.4 -0.2 -0.3 -0.159
C -0.105972 -0.207988 -2.979550 -0.8 0.7 -0.1 -0.093
C -1.208128 -0.897057 -2.160418 0.4 0.2 0.2 -0.352
P -1.168218 -2.773957 -2.285392 -0.5 -0.2 -0.1 0.910
C -0.289385 -3.264383 -0.773650 0.2 0.0 -0.2 -0.282
O 0.034072 -2.970227 -3.397370 -0.1 -0.2 -0.2 -0.366
H -4.583240 1.715053 -0.279364 0.0 0.1 0.0 0.077
H -5.084861 0.947823 1.215142 -0.1 0.0 0.1 0.058
H -5.506810 0.223289 -0.339836 -0.1 -0.1 0.0 0.057
H -3.597424 -0.989860 -0.326603 0.2 -0.2 0.1 0.047
H -2.608311 1.214050 -1.298270 0.0 0.1 -0.1 0.126
H -1.925782 1.465931 0.307900 -0.1 0.1 0.0 0.119
H -1.018330 -0.944222 0.063350 0.1 0.0 0.0 0.094
H 0.702553 0.915927 0.043154 0.1 0.0 0.0 0.155
H 2.058640 1.077931 -3.433705 -0.2 -0.1 -0.1 0.119
H 2.762116 0.049733 -2.203319 0.1 0.0 0.0 0.130
H 1.885082 2.508535 -0.883607 -0.1 0.1 0.0 0.093
H 2.671719 2.926762 -2.410104 -0.2 0.3 0.1 0.090
H 4.462604 2.957976 -0.860158 0.0 0.1 0.0 0.071
H 4.639888 1.408651 -1.660629 0.1 -0.1 0.0 0.113
H 3.694585 2.994249 1.492198 0.1 0.5 0.4 0.022
H -0.542682 0.622962 -3.541380 0.2 0.0 -0.1 0.148
H 0.453915 -0.804477 -3.691496 0.1 -0.2 0.3 0.056
H -2.183235 -0.630948 -2.557629 0.0 0.0 -0.2 0.050
H -0.797519 -2.877432 0.104782 0.0 -0.2 0.2 0.025
H 0.759305 -2.949095 -0.767258 0.0 0.1 0.1 0.053
H -0.331211 -4.351107 -0.745390 0.1 0.0 0.1 -0.015
H 0.897157 -3.063535 -2.989324 0.4 -0.1 0.1 0.042
C -1.427758 -7.213287 0.146352 0.0 0.0 0.0 -2.061
Cl -2.343712 -8.632702 0.635443 0.0 0.0 0.0 0.552
Cl -2.157686 -5.763718 0.847840 -0.2 0.0 0.1 0.524
Cl 0.239899 -7.350341 0.705816 0.1 0.0 0.0 0.533
Cl -1.445701 -7.070329 -1.616749 0.0 0.0 0.0 0.523
C -1.854240 -2.660668 -6.899286 0.1 0.1 0.1 -2.044
Cl -0.133555 -2.269440 -6.881725 0.1 -0.1 -0.2 0.504
Cl -2.575472 -2.118027 -8.408880 0.0 0.0 0.0 0.556
Cl -2.099905 -4.391812 -6.705292 0.0 0.0 0.0 0.549
Cl -2.590467 -1.794317 -5.539769 -0.3 0.0 0.1 0.499
C -3.319904 -2.937235 5.749193 0.0 0.0 0.0 -2.040
Cl -4.910387 -2.223825 6.026931 0.0 0.0 0.0 0.523
Cl -3.464660 -4.291425 4.630183 0.1 -0.1 0.0 0.507
Cl -2.247088 -1.722340 5.035658 0.1 0.0 0.2 0.459
Cl -2.642644 -3.491611 7.276682 0.0 0.0 0.0 0.552
C -7.166637 -3.555895 2.484168 0.0 0.0 0.0 -2.013
Cl -6.725978 -4.710394 3.742168 0.1 0.1 -0.3 0.480
Cl -7.883712 -4.418463 1.118666 -0.1 -0.1 0.1 0.521
Cl -8.319286 -2.396035 3.136403 0.0 0.0 0.0 0.532
Cl -5.721684 -2.687610 1.942378 0.1 0.0 0.1 0.486
C 1.942384 -1.565041 3.693107 0.0 0.0 0.0 -2.045
Cl 1.835359 -2.177191 5.340475 0.0 0.0 0.0 0.551
Cl 1.642895 -2.890361 2.564868 -0.1 -0.1 -0.1 0.531
Cl 0.714295 -0.306878 3.450572 -0.1 0.1 0.0 0.496
Cl 3.533348 -0.891867 3.394931 0.2 0.0 0.2 0.589
C 3.901613 -0.700259 -6.019056 0.0 0.0 -0.1 -2.045
Cl 3.334222 0.773128 -6.811437 0.0 0.0 0.0 0.532
Cl 4.553144 -1.809196 -7.214712 0.0 0.0 0.1 0.573
Cl 5.133244 -0.293429 -4.827922 0.1 0.0 0.1 0.536
Cl 2.528104 -1.467861 -5.196147 0.0 -0.1 0.0 0.521
C -8.847884 -7.394593 7.097129 0.0 0.0 0.0 -2.057
Cl -9.108878 -9.018995 6.461346 0.0 0.0 0.0 0.530
Cl -8.061831 -6.399197 5.861072 -0.2 -0.1 0.2 0.472
Cl -10.397166 -6.669516 7.524131 0.0 0.0 0.0 0.530
Cl -7.818085 -7.477417 8.527932 0.0 0.0 0.0 0.527
C 3.711135 6.267909 0.349225 -0.2 0.1 0.0 -2.022
Cl 4.314746 7.910188 0.329802 0.0 0.0 -0.1 0.566
Cl 4.910885 5.205561 1.106834 0.2 -0.2 0.0 0.585
Cl 2.211049 6.174203 1.274544 0.0 0.0 0.0 0.536
Cl 3.397269 5.724143 -1.306536 0.0 -0.1 0.0 0.509
C 8.541735 -0.166457 -0.526518 0.0 -0.1 0.0 -2.043
Cl 7.066176 -1.144660 -0.515824 -0.1 0.0 0.0 0.532
Cl 9.241788 -0.198494 -2.150289 0.0 0.0 0.0 0.525
Cl 8.169762 1.501420 -0.082775 0.0 0.0 -0.1 0.544
Cl 9.684724 -0.837745 0.630433 -0.1 0.0 0.0 0.509
C 11.674838 -1.978672 4.233994 0.0 0.0 0.0 -2.059
Cl 9.917647 -1.905255 4.398918 0.0 0.0 0.0 0.516
Cl 12.112931 -1.654426 2.550425 0.1 0.0 0.0 0.493
Cl 12.417279 -0.765851 5.274718 0.0 0.0 0.0 0.533
Cl 12.244928 -3.582708 4.688803 0.0 0.0 0.0 0.535
C -9.153340 1.344139 5.518499 0.0 0.0 0.0 -2.064
Cl -8.323854 2.900003 5.595366 0.0 0.0 0.0 0.526
Cl -7.961929 0.039659 5.547932 0.1 0.0 0.0 0.485
Cl -10.239319 1.182438 6.895623 0.0 0.0 0.0 0.539
Cl -10.079975 1.243212 4.017692 0.0 0.0 0.0 0.519
C -5.785738 -2.999808 -3.040246 -0.1 -0.1 0.0 -2.029
Cl -6.483749 -3.548439 -1.518973 0.1 0.1 -0.2 0.507
Cl -4.700789 -4.222651 -3.686261 0.0 0.0 0.0 0.520
Cl -7.060892 -2.653782 -4.202916 0.0 0.0 0.0 0.557
Cl -4.871632 -1.498462 -2.740498 0.0 0.1 0.0 0.524
C 3.686635 10.184957 4.026017 0.0 0.0 0.0 -2.063
Cl 3.788535 8.436972 3.775411 0.0 -0.1 0.1 0.487
Cl 4.774983 10.993405 2.893496 0.0 0.0 0.0 0.521
Cl 2.030742 10.718319 3.733072 0.0 0.0 0.0 0.528
Cl 4.154071 10.573299 5.677814 0.0 0.0 0.0 0.543
C -0.686323 5.969083 -2.828557 0.0 0.0 -0.2 -2.046
Cl -2.442127 5.975591 -2.703481 0.0 0.0 0.0 0.550
Cl -0.174490 6.378653 -4.462389 -0.1 0.1 0.1 0.521
Cl -0.010395 7.112378 -1.678806 0.0 0.0 0.0 0.538
Cl -0.079141 4.326562 -2.485336 0.0 -0.1 0.2 0.490
C 3.925935 6.426439 -6.189724 0.0 0.0 0.0 -2.051
Cl 2.293788 6.971294 -6.588774 0.1 0.0 -0.1 0.509
Cl 4.209984 4.839276 -6.911759 0.0 0.0 0.0 0.518
Cl 5.097794 7.579066 -6.810630 0.0 0.0 0.0 0.556
Cl 4.099935 6.305030 -4.430660 0.0 0.0 0.0 0.483
```
Forces are in eV/Å.

**Total charge**: +1
**Frontier orbital gap**: 8.279 eV

***

Record 2
C26H22Cl3HgN6OS | ωB97M-V/def2-TZVPD

```
60
Properties=species:S:1:pos:R:3:forces:R:3:mulliken_spin:R:1
Hg 0.077248 -1.011287 -1.075324 -0.6 0.1 -0.1 0.000
N 2.517503 -4.558597 -2.218423 0.4 -0.4 -0.3 0.021
C 1.684943 -3.621413 -1.605594 -0.3 0.3 0.3 0.097
S 0.508400 -2.936002 -2.697125 -0.1 0.3 0.0 0.015
N 1.905729 -3.382045 -0.365109 0.6 -0.5 -0.1 -0.064
N 1.209692 -2.420563 0.305240 -0.6 0.3 -1.1 0.228
C 1.686359 -2.209952 1.526553 0.3 -0.1 0.5 0.315
C 1.253390 -1.313276 2.520402 -0.1 -0.2 -0.5 -0.065
C 1.999338 -1.316217 3.730598 0.1 0.1 0.2 0.133
C 1.733742 -0.465187 4.769908 0.1 0.0 0.1 -0.138
C 0.713306 0.474887 4.643109 0.0 0.2 0.4 0.281
C -0.053845 0.498054 3.487354 0.0 0.1 -0.5 -0.121
C 0.156721 -0.393094 2.446767 0.4 0.3 0.8 0.208
O -0.645797 -0.409429 1.337789 -0.1 0.0 -0.3 0.015
H 2.082107 -4.967296 -3.032453 0.1 -0.1 0.1 0.003
H 2.898439 -5.229459 -1.566221 0.0 0.0 0.0 0.000
H 2.539589 -2.839708 1.795851 -0.1 0.1 0.0 0.036
H 2.811932 -2.029142 3.814082 0.0 0.0 0.0 0.009
H 2.324329 -0.510172 5.678744 0.0 0.0 0.0 -0.008
H 0.504434 1.177438 5.437854 0.0 0.1 0.1 0.034
H -0.852487 1.221298 3.394067 0.0 0.0 0.0 -0.010
C -0.318621 3.145290 -4.807072 0.1 0.2 -0.4 0.000
C 0.430153 2.004361 -4.539289 0.1 0.1 -0.1 0.001
C 0.129047 1.191421 -3.473703 0.4 -0.4 0.1 -0.006
C -0.936538 1.485169 -2.591182 0.0 -0.2 0.4 0.003
C -1.679280 2.659535 -2.881982 -0.4 0.0 0.3 0.002
C -1.377051 3.452655 -3.961426 0.2 0.1 -0.2 0.000
N -1.192641 0.710473 -1.508080 1.1 -0.4 0.2 0.002
N -2.315904 1.086478 -0.821380 -0.6 0.4 -0.3 0.006
C -2.633094 0.766074 0.407416 0.7 -0.2 -0.1 0.003
C -3.922323 1.277584 0.788857 -0.3 0.1 0.3 -0.002
C -4.563106 0.968345 1.950254 -0.1 0.0 -0.1 0.002
C -3.964934 0.110423 2.877034 0.0 -0.2 0.5 -0.005
C -2.674056 -0.329964 2.612820 0.1 0.1 -0.1 0.018
C -1.978733 0.017817 1.464428 -0.5 0.1 0.3 -0.018
H -0.083683 3.774187 -5.656083 0.0 0.1 0.0 0.000
H 1.281571 1.760186 -5.166852 0.0 -0.1 0.0 0.000
H 0.738922 0.303742 -3.297697 -0.1 0.1 0.0 0.003
H -2.487686 2.913657 -2.215405 0.0 0.0 0.0 0.000
H -1.960729 4.350779 -4.144222 0.0 0.0 0.0 0.000
H -4.379894 1.939622 0.068807 0.0 0.0 -0.1 0.000
H -5.545059 1.386147 2.153177 0.0 0.0 0.0 0.000
H -4.471237 -0.170729 3.790861 0.0 -0.1 0.0 0.000
H -2.169567 -0.962164 3.338851 0.0 0.1 -0.1 -0.005
Cl 2.592599 4.430503 -1.221147 -0.1 0.1 0.0 0.000
C 2.922274 2.729157 -1.109010 1.3 0.3 -0.3 0.001
C 4.219312 2.280221 -1.380957 -0.9 -0.9 0.4 0.001
C 4.442033 0.903518 -1.223561 0.5 1.2 -0.3 -0.002
C 3.398732 0.091827 -0.855751 -1.2 -0.4 0.3 0.000
N 2.141698 0.527505 -0.647119 1.1 1.1 -0.2 -0.001
C 1.926940 1.853643 -0.758690 -0.4 -1.3 0.2 0.003
H 4.992454 2.964390 -1.695227 0.0 0.0 0.0 0.000
H 5.430852 0.495104 -1.396175 -0.1 -0.1 0.0 0.000
H 3.543339 -0.970399 -0.711377 0.0 -0.2 0.0 0.000
H 0.919356 2.185912 -0.556632 -0.2 0.1 -0.1 0.001
Cl -1.981339 -3.348077 0.283860 -0.4 0.1 0.1 0.001
C -3.572205 -2.884823 0.936550 0.3 0.5 -0.4 0.002
Cl -4.233570 -4.154334 1.958536 -0.3 -0.5 0.4 0.000
H -4.269562 -2.725459 0.113345 0.2 0.0 0.1 0.000
H -3.453541 -1.978612 1.547154 -0.1 -0.5 -0.4 -0.001
```
Forces are in eV/Å.

**Total charge**: -2
**Frontier orbital gap (alpha / beta)**: 3.646 / 4.001 eV
**2S+1**: 2
**Expectation value of S²**: 0.78

***

Record 3
C26H22ClMnN4O8S2 | ωB97M-V/def2-TZVPD

```
64
Properties=species:S:1:pos:R:3:forces:R:3:mulliken_spin:R:1
Mn -0.164897 0.068083 -0.504518 0.3 0.1 1.6 4.038
O -3.480100 -3.271812 -3.837417 0.3 -0.3 -0.2 0.000
C -4.289994 -2.429409 -3.234097 -0.1 0.2 0.2 -0.002
O -5.476506 -2.407243 -3.440808 0.1 -0.1 -0.1 0.000
C -3.672735 -1.468172 -2.268912 0.1 0.2 0.1 -0.007
C -4.381174 -0.487173 -1.574288 0.3 -0.5 -0.2 -0.010
Cl -6.049085 -0.255363 -1.506052 -0.1 0.0 0.1 0.001
N -3.504764 0.232089 -0.834579 -0.1 -0.3 -0.6 -0.019
N -2.268095 -0.242660 -1.008541 0.8 -0.4 -0.4 0.065
C -2.338123 -1.268579 -1.859423 -0.6 0.2 0.2 0.020
C -1.056553 -2.024690 -2.098464 -0.9 -0.3 -0.5 -0.048
O -1.020393 -2.953269 -2.898312 0.1 0.3 0.3 0.009
O -0.093852 -1.609266 -1.373920 1.0 -0.2 0.1 -0.002
C -3.794066 1.314031 0.029832 -0.1 0.7 0.6 0.005
C -4.690002 2.292794 -0.379663 0.2 0.0 0.0 0.000
C -5.033905 3.300944 0.500926 0.0 0.0 0.0 0.000
C -4.469778 3.345226 1.764416 0.0 0.0 0.1 0.000
C -3.534717 2.397265 2.144606 0.0 -0.1 -0.1 -0.002
C -3.193050 1.371500 1.281166 -0.1 -0.2 -0.2 0.005
H -2.521237 -3.203563 -3.564551 -0.3 0.1 0.1 0.000
H -5.092910 2.276986 -1.379032 -0.1 0.0 -0.1 0.000
H -5.740305 4.053974 0.191477 -0.1 0.1 0.0 0.000
H -4.748887 4.129183 2.450622 0.0 0.1 0.1 0.000
H -3.062431 2.452584 3.113299 0.0 0.0 0.1 0.000
H -2.457221 0.626843 1.555724 0.0 0.0 0.1 -0.001
S 1.623089 -0.210451 1.408631 -0.4 0.4 -0.8 -0.174
C 0.537150 -1.413064 1.990429 -0.2 0.2 0.0 0.026
C 0.885944 -2.350748 2.969172 0.0 0.1 -0.2 0.005
C -0.084245 -3.209839 3.432299 -0.1 0.1 -0.2 -0.002
C -1.363320 -3.137689 2.882560 0.0 -0.1 0.0 0.003
C -1.606262 -2.224619 1.875341 0.0 -0.2 0.2 0.012
N -0.689652 -1.364544 1.447278 0.1 0.1 -0.2 0.009
H 1.904377 -2.371004 3.322199 0.1 0.0 0.1 0.003
H 0.142603 -3.927243 4.207987 0.0 -0.1 0.0 0.000
H -2.155306 -3.779622 3.225943 -0.1 -0.1 0.0 0.000
H -2.574985 -2.168026 1.396980 -0.1 0.0 0.0 0.000
C 5.908433 -2.292049 1.776307 0.0 0.0 0.0 0.000
C 5.184939 -1.530897 0.713528 -0.2 0.1 -0.2 0.000
C 4.096108 -2.079143 0.048123 0.1 0.1 -0.2 -0.002
C 3.356780 -1.328778 -0.852609 -0.1 -0.1 -0.2 0.005
C 3.737181 -0.023525 -1.106127 -0.5 0.4 -0.2 0.001
C 4.859881 0.524764 -0.511762 0.2 0.1 0.1 0.000
C 5.575798 -0.232621 0.396829 -0.1 0.1 -0.1 0.001
S 2.728241 1.010253 -2.154972 0.5 0.8 0.0 0.013
O 3.180965 0.996394 -3.509903 0.1 -0.1 0.0 0.002
O 1.322773 0.663398 -1.946383 0.2 -0.1 0.1 0.019
N 3.012411 2.557660 -1.585570 0.1 -1.1 -0.4 0.000
C 2.177782 3.028931 -0.498645 -0.4 -0.1 0.3 -0.003
C 0.800426 3.530774 -0.958813 -0.4 -0.2 0.4 0.008
C -0.325029 3.057696 -0.010515 0.7 1.7 -0.6 -0.002
O -1.012049 3.848253 0.597732 0.1 -0.4 0.0 0.007
O -0.454387 1.776671 0.040706 -0.7 -1.0 0.5 0.015
H 5.427717 -3.245237 1.967688 0.0 -0.1 0.1 0.000
H 5.919510 -1.713820 2.696816 0.0 0.0 0.2 0.000
H 6.941496 -2.469305 1.489467 0.1 -0.1 0.0 0.000
H 3.798096 -3.093722 0.257203 -0.1 -0.1 0.1 0.000
H 2.470268 -1.734300 -1.320844 0.0 -0.1 0.0 0.000
H 5.146600 1.538607 -0.748346 0.0 0.0 0.1 0.000
H 6.436537 0.197300 0.885928 0.1 0.1 0.1 0.000
H 3.098122 3.210156 -2.349900 0.1 -0.1 -0.4 0.001
H 2.719216 3.817981 0.028573 0.0 -0.2 0.0 0.000
H 2.063064 2.180690 0.183597 0.0 0.2 0.1 -0.002
H 0.574222 3.103838 -1.939255 0.0 0.1 0.0 -0.001
H 0.770283 4.616579 -1.017160 0.0 0.0 0.0 0.001
```
Forces are in eV/Å.

**Frontier orbital gap (alpha / beta)**: 5.682 / 7.741 eV
**2S+1**: 5
**Expectation value of S²**: 6.13

***

What max |F| values result from the calculations? In sequence: 1.47 1.58 1.91 eV Å⁻¹.
What E values result from the calculations? In sequence: -32284.3262 -3339.8594 -4232.6040 Eh.